{
  "formula": "C12H33AsF6KN3O3",
  "method": "the ωB97M-V functional and the def2-TZVPD basis",
  "lumo_energy_ev": [-3.071, -8.814],
  "energy_ev": -117054.850,
  "spin_multiplicity": 2,
  "orbital_gap_ev": [9.2, 3.4],
  "total_charge": 1,
  "e_homo_ev": [-12.26, -12.25],
  "symbols": ["K", "As", "F", "F", "F", "F", "F", "F", "C", "C", "C", "O", "C", "N", "H", "H", "H", "H", "H", "H", "H", "H", "H", "H", "H", "C", "C", "C", "O", "C", "N", "H", "H", "H", "H", "H", "H", "H", "H", "H", "H", "H", "C", "C", "C", "O", "C", "N", "H", "H", "H", "H", "H", "H", "H", "H", "H", "H", "H"],
  "xyz": [[-0.520, -0.205, 0.385], [0.804, -2.203, 3.858], [0.832, -3.476, 2.588], [-0.325, -3.165, 4.834], [0.866, -0.971, 5.158], [1.873, -1.114, 2.895], [-0.586, -1.357, 3.023], [2.174, -2.995, 4.707], [1.924, -0.284, -3.158], [2.585, 0.411, -1.950], [2.121, 1.891, -1.919], [2.722, 2.537, -0.764], [2.221, 3.857, -0.515], [2.174, -0.247, -0.719], [2.089, -1.359, -3.085], [2.287, 0.058, -4.127], [0.842, -0.194, -3.057], [3.665, 0.468, -2.088], [1.038, 1.952, -1.813], [2.242, 2.466, -2.837], [2.324, 4.335, -1.489], [2.734, 4.426, 0.260], [1.159, 3.816, -0.274], [2.807, 0.138, -0.033], [2.476, -1.203, -0.841], [0.608, 2.447, 2.368], [-0.849, 2.649, 2.409], [-1.413, 3.229, 1.144], [-1.239, 2.274, 0.068], [-1.941, 2.766, -1.064], [-1.511, 1.401, 2.702], [1.258, 3.318, 2.455], [0.985, 1.927, 1.487], [0.988, 1.744, 3.110], [-1.111, 3.238, 3.287], [-0.970, 4.207, 0.954], [-2.472, 3.386, 1.348], [-3.012, 2.827, -0.875], [-1.651, 2.306, -2.009], [-1.766, 3.825, -1.254], [-2.415, 1.558, 3.124], [-1.023, 0.914, 3.441], [-0.717, -5.015, -0.682], [-0.667, -3.436, -0.756], [-1.667, -2.864, -1.730], [-1.633, -1.423, -1.830], [-2.536, -0.939, -2.882], [-0.977, -2.960, 0.577], [-0.646, -5.548, -1.630], [-1.708, -5.312, -0.338], [0.008, -5.432, 0.017], [0.281, -3.083, -1.163], [-2.632, -3.222, -1.371], [-1.532, -3.254, -2.739], [-2.695, 0.136, -2.803], [-3.445, -1.516, -2.710], [-2.003, -1.167, -3.805], [-0.479, -3.435, 1.317], [-1.949, -3.123, 0.796]]
}



{
  "formula": "C16H45N4O6P2S7",
  "method": "the ωB97M-V functional and the def2-TZVPD basis",
  "lumo_energy_ev": -4.378,
  "energy_ev": -129975.787,
  "orbital_gap_ev": 6.3,
  "total_charge": 1,
  "e_homo_ev": -10.66,
  "symbols": ["N", "P", "C", "C", "C", "N", "C", "P", "S", "N", "N", "H", "H", "H", "H", "H", "H", "H", "H", "H", "C", "S", "O", "C", "H", "H", "H", "H", "H", "H", "C", "S", "O", "C", "H", "H", "H", "H", "H", "H", "C", "S", "O", "C", "H", "H", "H", "H", "H", "H", "C", "S", "O", "C", "H", "H", "H", "H", "H", "H", "C", "S", "O", "C", "H", "H", "H", "H", "H", "H", "C", "S", "O", "C", "H", "H", "H", "H", "H", "H"],
  "xyz": [[2.042, -1.667, -1.458], [1.462, -0.530, -0.492], [-0.246, 0.157, -1.032], [-0.450, 1.688, -1.419], [-1.914, 1.990, -1.784], [-2.301, 3.366, -2.144], [-3.011, 0.900, -1.750], [-4.859, 1.230, -2.145], [-5.108, 2.416, -3.662], [-2.665, -0.415, -1.416], [-1.408, -0.659, -1.112], [1.339, -1.779, -2.209], [1.255, -1.049, 0.842], [2.374, 0.585, -0.379], [0.392, 2.452, -1.431], [-2.337, 3.432, -3.175], [-3.237, 3.564, -1.768], [-5.572, -0.025, -2.285], [-5.369, 1.922, -0.975], [-1.217, -1.657, -0.880], [-8.232, 3.157, -0.658], [-8.335, 1.470, -1.295], [-8.061, 1.527, -2.762], [-10.119, 1.294, -1.082], [-7.197, 3.492, -0.732], [-8.869, 3.818, -1.249], [-8.543, 3.172, 0.388], [-10.638, 2.069, -1.647], [-10.368, 1.369, -0.022], [-10.415, 0.313, -1.455], [3.587, 4.612, 0.315], [3.979, 4.127, -1.378], [2.795, 3.380, -1.916], [5.229, 2.901, -0.942], [2.790, 5.356, 0.285], [3.250, 3.743, 0.884], [4.470, 5.049, 0.784], [4.792, 2.137, -0.296], [6.060, 3.393, -0.433], [5.592, 2.436, -1.859], [4.554, -1.930, 3.107], [2.814, -1.608, 2.756], [2.688, -0.156, 2.404], [2.235, -1.804, 4.454], [5.118, -1.822, 2.180], [4.925, -1.214, 3.842], [4.668, -2.948, 3.483], [2.749, -1.096, 5.107], [2.424, -2.826, 4.787], [1.162, -1.608, 4.479], [-4.098, -3.160, 2.991], [-2.715, -2.085, 2.554], [-2.037, -1.691, 3.824], [-3.725, -0.685, 2.022], [-3.697, -4.092, 3.389], [-4.719, -2.680, 3.749], [-4.691, -3.373, 2.099], [-4.369, -0.358, 2.840], [-4.329, -0.978, 1.162], [-3.060, 0.131, 1.735], [10.243, 2.542, -1.318], [8.531, 2.227, -0.842], [8.364, 2.690, 0.569], [8.672, 0.427, -0.809], [10.395, 3.620, -1.363], [10.921, 2.111, -0.579], [10.435, 2.109, -2.301], [9.447, 0.127, -0.101], [8.915, 0.062, -1.808], [7.714, 0.011, -0.495], [-0.737, -5.409, -2.138], [-1.199, -4.439, -0.688], [0.049, -3.816, -0.148], [-1.601, -5.850, 0.364], [-0.410, -4.724, -2.921], [0.080, -6.088, -1.888], [-1.602, -5.974, -2.491], [-0.732, -6.502, 0.459], [-2.438, -6.400, -0.069], [-1.884, -5.476, 1.349]]
}



{
  "formula": "CH3NO",
  "method": "the ωB97M-V functional and the def2-TZVPD basis",
  "lumo_energy_ev": 0.718,
  "energy_ev": -4620.888,
  "orbital_gap_ev": 10.1,
  "e_homo_ev": -9.34,
  "symbols": ["C", "N", "O", "H", "H", "H"],
  "xyz": [[-1.073, -0.182, 0.003], [-0.045, 0.596, -0.004], [-2.238, 0.059, -0.037], [-0.888, -1.868, -0.001], [1.033, 0.463, 0.090], [-0.233, 1.624, 0.005]]
}